Record 1
Molecular formula: C31H38F6N4OP2Pd
Method: DFT, wB97M-V/def2-TZVPD

XYZ file:
```
83
Properties=species:S:1:pos:R:3:forces:R:3
Pd 0.451 0.547 1.372 -1.09 0.79 0.23
C -1.672 1.631 -4.641 -0.78 -0.49 -0.15
C -1.855 0.320 -4.441 -0.62 0.47 -0.73
C -0.976 -0.781 -4.941 0.39 -0.20 -0.05
C 0.533 -0.441 -5.034 0.26 -0.58 -0.61
C 1.158 0.303 -3.894 0.65 0.15 -0.06
C 1.140 1.633 -3.732 0.56 -0.47 -0.46
C 0.750 2.545 -4.860 -0.53 0.44 -0.14
C -0.627 2.246 -5.509 0.36 0.41 -0.36
C 1.644 0.639 3.013 0.75 0.18 2.33
H -2.432 2.334 -4.302 0.13 -0.33 0.04
H -2.811 -0.043 -4.043 0.39 0.42 0.12
H -1.299 -1.090 -5.954 0.02 0.08 0.34
H -1.125 -1.679 -4.314 0.11 0.32 -0.11
H 1.064 -1.404 -5.111 -0.14 0.28 -0.19
H 0.711 0.088 -5.977 0.06 -0.14 0.15
H 1.852 -0.334 -3.333 -0.62 0.56 0.24
H 1.571 2.120 -2.860 0.26 -0.30 -0.05
H 1.497 2.459 -5.671 -0.09 0.00 0.43
H 0.782 3.597 -4.545 -0.04 -0.32 0.10
H -1.020 3.202 -5.885 0.07 -0.33 -0.01
H -0.464 1.607 -6.384 -0.14 0.18 0.10
H 1.073 1.333 3.647 0.20 -0.33 -0.19
H 2.629 1.044 2.756 -0.20 -0.13 0.04
H 1.687 -0.366 3.445 0.04 0.39 0.05
P 2.114 -0.447 0.243 -0.14 0.28 0.33
P -1.088 -0.776 0.456 -1.43 0.04 1.42
N 3.203 0.767 -0.293 0.33 0.00 -0.46
N 3.090 -1.664 0.941 0.22 -0.28 0.59
N -2.133 0.475 -0.117 0.34 0.54 -0.77
N -2.338 -1.730 1.091 -0.65 -1.12 0.51
C 1.215 -1.268 -1.087 0.21 -0.12 -0.70
C -0.227 -1.778 -0.796 0.07 -0.23 -0.59
C 3.143 2.047 0.282 0.42 0.19 -0.50
C 4.140 2.827 -0.262 -0.50 -0.82 0.12
C 4.860 2.014 -1.203 -0.96 -0.95 0.41
C 4.267 0.755 -1.197 0.32 0.90 0.10
C 3.826 -1.457 2.120 0.31 -1.11 -0.32
C 4.504 -2.620 2.431 -0.70 0.70 -0.65
C 4.145 -3.604 1.450 -0.63 0.88 -0.57
C 3.274 -2.999 0.555 0.56 -0.05 0.65
C -2.293 1.686 0.599 0.28 0.24 -0.96
C -2.692 2.656 -0.301 0.10 -0.70 0.33
C -2.830 2.040 -1.581 0.19 -0.98 0.25
C -2.490 0.705 -1.439 0.17 0.87 0.46
C -3.603 -1.967 0.519 0.03 -0.52 0.79
C -4.319 -2.797 1.368 0.78 0.59 -0.56
C -3.481 -3.089 2.496 0.90 0.51 -0.50
C -2.283 -2.414 2.308 -0.81 -0.64 -0.59
H 1.844 -2.057 -1.529 -0.46 0.26 -0.31
H 1.112 -0.425 -1.786 0.06 -0.46 0.19
H -0.816 -1.789 -1.729 0.35 -0.08 0.12
H -0.223 -2.819 -0.421 -0.09 0.51 0.07
H 2.390 2.256 1.035 0.29 0.11 -0.28
H 4.339 3.858 -0.005 -0.03 -0.13 -0.04
H 5.701 2.335 -1.795 0.00 -0.14 -0.05
H 4.500 -0.145 -1.751 0.02 0.16 0.09
H 3.725 -0.542 2.670 0.30 0.05 -0.13
H 5.184 -2.731 3.261 -0.13 -0.09 0.00
H 4.487 -4.628 1.407 -0.09 0.10 -0.03
H 2.736 -3.390 -0.296 0.24 -0.08 0.11
H -2.121 1.702 1.664 0.05 -0.07 0.14
H -2.873 3.701 -0.079 -0.06 -0.26 0.09
H -3.138 2.503 -2.505 -0.07 -0.02 0.28
H -2.441 -0.107 -2.139 0.03 0.14 0.01
H -3.862 -1.503 -0.417 -0.12 -0.03 0.05
H -5.331 -3.145 1.192 0.27 0.10 0.06
H -3.731 -3.715 3.346 0.08 0.23 -0.17
H -1.404 -2.314 2.914 -0.04 -0.03 0.11
C -3.198 -0.224 4.616 -0.06 0.00 0.16
C -1.739 0.245 4.465 0.18 0.63 1.04
O -1.274 0.204 3.226 0.24 0.20 -0.65
C -1.715 1.756 5.036 -0.28 -0.80 0.10
F -2.160 1.833 6.331 0.34 0.14 -0.83
F -0.494 2.334 5.003 -0.53 -0.10 -0.06
F -2.545 2.533 4.281 0.56 -0.36 0.49
C -0.852 -0.665 5.455 -0.43 0.34 -0.23
F -1.506 -0.974 6.615 0.65 0.10 -0.64
F -0.558 -1.850 4.839 -0.12 0.61 0.54
F 0.335 -0.105 5.797 -0.57 -0.38 -0.09
H -3.825 0.352 3.930 0.14 -0.06 0.08
H -3.540 -0.078 5.645 -0.12 -0.11 -0.23
H -3.274 -1.279 4.339 0.02 0.27 0.17
```
Positions in Å, forces in eV/Å.

E_LUMO (alpha / beta) = -0.078 / -1.866 eV
⟨S²⟩ = 2.01
Charge = 0
Multiplicity = 3
HOMO (alpha / beta) = -6.68 / -7.88 eV

Atomic partial charges in e from the Löwdin method, atoms 1 to 6: atom 1 (Pd): 0.599, atom 2 (C): -0.109, atom 3 (C): -0.139, atom 4 (C): -0.178, atom 5 (C): -0.187, atom 6 (C): -0.133

***

Record 2
Molecular formula: C46H47ILaN4O5Si
Method: DFT, wB97M-V/def2-TZVPD

XYZ file:
```
105
Properties=species:S:1:pos:R:3:forces:R:3
La 0.435 -0.983 -0.124 0.19 1.56 -0.06
O 2.684 -1.262 -4.453 0.03 -0.02 -0.02
C 1.985 -2.264 -5.020 -0.12 0.05 0.06
C 2.466 -2.775 -6.226 0.03 -0.06 -0.10
C 1.790 -3.790 -6.873 -0.04 -0.01 0.00
C 0.617 -4.316 -6.332 0.02 0.01 0.00
C 0.146 -3.822 -5.129 0.05 0.04 0.02
C 0.815 -2.802 -4.450 0.10 0.42 -0.07
C 0.348 -2.317 -3.114 -0.12 -0.35 0.23
O 0.932 -1.287 -2.579 -0.26 -0.40 0.06
N -0.570 -3.061 -2.551 -0.07 -0.12 -0.16
N -0.744 -2.812 -1.193 -0.40 -0.65 -0.82
C -1.767 -3.369 -0.662 0.07 -0.27 0.12
C -1.998 -3.516 0.770 -0.12 0.10 -0.13
C -3.186 -4.143 1.167 -0.02 0.04 -0.03
C -3.454 -4.443 2.487 0.05 0.01 0.06
C -2.489 -4.129 3.447 -0.02 0.01 -0.02
C -1.306 -3.521 3.084 0.00 -0.02 0.08
C -1.030 -3.167 1.748 0.07 -0.20 0.01
O 0.090 -2.561 1.441 -0.52 -0.78 0.69
H 2.199 -1.008 -3.630 -0.06 -0.02 0.02
H 3.377 -2.352 -6.635 -0.06 -0.01 0.04
H 2.176 -4.176 -7.810 -0.01 0.01 0.02
H 0.085 -5.109 -6.843 0.02 0.04 0.02
H -0.753 -4.218 -4.675 0.03 0.00 -0.01
H -2.472 -3.860 -1.333 -0.03 -0.10 0.00
H -3.910 -4.397 0.398 0.02 0.00 0.02
H -4.383 -4.923 2.771 0.04 0.04 -0.03
H -2.671 -4.360 4.493 0.02 0.01 -0.08
H -0.557 -3.275 3.829 -0.02 -0.01 -0.03
N 1.393 2.741 2.679 -0.02 0.08 -0.06
C 1.454 1.470 2.267 -0.25 -0.19 -0.02
O 0.605 1.001 1.505 0.48 0.27 0.57
C 2.601 0.650 2.804 -0.24 -0.03 0.00
I 1.816 -1.003 3.901 0.18 0.15 0.14
H 0.652 3.325 2.323 -0.06 0.05 -0.05
H 2.101 3.135 3.268 0.03 0.02 0.00
H 3.268 1.203 3.456 0.00 0.03 0.00
H 3.119 0.205 1.959 0.06 -0.01 -0.07
C 6.162 3.160 -0.652 -0.03 -0.04 0.01
C 4.763 2.599 -0.763 -0.01 -0.07 0.01
C 3.718 3.401 -1.202 0.05 0.04 0.00
C 2.440 2.857 -1.335 -0.07 0.01 -0.02
C 1.294 3.691 -1.851 0.02 -0.03 0.02
C 2.230 1.532 -1.009 0.41 -0.03 0.08
C 3.254 0.667 -0.530 0.03 -0.02 0.14
C 4.535 1.264 -0.433 0.01 0.13 -0.02
N 2.901 -0.606 -0.152 0.37 0.22 -0.19
C 3.909 -1.674 -0.096 0.13 0.17 -0.04
C 4.835 -1.601 1.142 -0.02 -0.05 0.05
C 4.741 -1.745 -1.385 0.02 -0.01 -0.03
C 3.140 -2.989 0.002 -0.18 0.01 -0.08
H 6.175 4.233 -0.853 -0.01 -0.06 0.01
H 6.832 2.675 -1.367 -0.03 0.03 0.03
H 6.577 2.994 0.346 -0.02 0.01 -0.05
H 3.896 4.441 -1.464 -0.01 -0.09 0.02
H 1.610 4.718 -2.045 -0.01 -0.04 0.01
H 0.474 3.715 -1.130 0.01 0.00 -0.02
H 0.898 3.274 -2.781 0.02 0.02 0.04
H 1.235 1.136 -1.159 -0.10 0.28 -0.24
H 5.383 0.685 -0.093 -0.03 0.00 -0.03
H 5.106 -0.579 1.404 0.03 -0.03 -0.03
H 5.762 -2.156 0.960 -0.07 -0.01 0.05
H 4.343 -2.049 2.012 0.02 0.08 -0.04
H 5.397 -0.886 -1.515 0.00 -0.02 0.00
H 4.076 -1.790 -2.251 0.02 -0.01 0.02
H 5.361 -2.647 -1.378 -0.01 0.04 -0.01
H 2.463 -2.986 0.863 0.03 -0.04 0.01
H 3.825 -3.831 0.120 -0.01 -0.03 -0.01
H 2.555 -3.156 -0.912 0.01 -0.03 0.05
O -1.702 0.106 0.018 0.16 -0.05 0.04
Si -2.710 1.068 0.782 -0.12 0.35 -0.02
C -2.194 2.906 0.885 0.07 0.09 -0.12
C -2.165 3.690 -0.276 0.02 -0.05 0.05
C -1.857 5.046 -0.240 0.00 -0.06 0.03
C -1.565 5.659 0.972 0.00 -0.04 0.02
C -1.587 4.906 2.140 0.02 -0.04 -0.07
C -1.899 3.549 2.093 0.00 0.01 -0.08
C -4.409 1.155 -0.051 -0.12 -0.07 -0.07
C -5.242 2.279 0.027 -0.04 -0.17 -0.09
C -6.522 2.270 -0.520 0.08 -0.06 0.01
C -6.995 1.135 -1.167 0.04 0.03 0.04
C -6.184 0.011 -1.263 0.05 0.05 0.03
C -4.909 0.025 -0.710 0.04 0.03 0.02
C -3.053 0.635 2.588 0.21 -0.24 0.10
C -2.183 -0.204 3.291 -0.06 0.11 -0.01
C -2.374 -0.479 4.642 -0.03 0.03 -0.03
C -3.444 0.088 5.319 -0.03 0.02 -0.08
C -4.322 0.929 4.639 0.08 -0.03 0.03
C -4.125 1.195 3.291 0.01 -0.06 -0.02
H -2.396 3.227 -1.234 0.01 0.05 0.08
H -1.843 5.624 -1.157 0.00 -0.02 0.02
H -1.329 6.717 1.006 -0.01 -0.05 0.00
H -1.374 5.380 3.092 0.00 -0.01 0.01
H -1.923 2.980 3.017 -0.01 0.02 -0.03
H -4.885 3.180 0.516 -0.01 -0.02 0.00
H -7.149 3.152 -0.446 0.01 0.00 0.00
H -7.991 1.127 -1.595 0.03 0.00 0.01
H -6.546 -0.875 -1.772 0.01 0.01 0.01
H -4.276 -0.856 -0.794 -0.05 0.08 0.00
H -1.336 -0.643 2.773 -0.03 -0.01 0.04
H -1.685 -1.135 5.164 -0.03 0.02 -0.04
H -3.602 -0.129 6.369 0.01 0.02 -0.01
H -5.155 1.381 5.166 -0.01 -0.03 -0.02
H -4.825 1.846 2.775 0.02 -0.02 0.01
```
Positions in Å, forces in eV/Å.

E_LUMO = 1.957 eV
Charge = -1
HOMO = -4.50 eV

Atomic partial charges in e from the Löwdin method, atoms 1 to 6: atom 1 (La): 2.047, atom 2 (O): 0.046, atom 3 (C): -0.268, atom 4 (C): -0.028, atom 5 (C): -0.105, atom 6 (C): -0.110

***

ΔE to the lowest compared entry with this formula, charge and spin (computed, kJ/mol): 0.00, 15.51